This record from OMol25 describes 3 unconnected molecules or ions with the total composition C2H10NO2. The level of theory is the ωB97M-V functional and the def2-TZVPD basis.

Output
LUMO   -5.19 eV
Kohn-Sham gap   10.19 eV
E   -287.1578 Ha
Molecular weight   80.11 g mol⁻¹
Charge   +1
Energy above the lowest of the compared OMol25 structures with the same formula, charge and spin   24.2 kcal per mole

Structure (XYZ):
```
15
Properties=species:S:1:pos:R:3:forces:R:3:nbo_charge:R:1
O -0.0036 1.7099 -1.4224 -0.1374 -0.3188 0.6178 -0.9818
O -2.3286 0.0093 -1.8011 0.3495 0.3622 0.4653 -0.9726
N 0.6336 -0.2449 0.8994 -1.4224 1.4721 1.1256 -0.3735
C -0.2904 -0.5378 1.7378 0.3499 -1.8866 -1.6203 0.1143
C 2.0134 -0.6452 0.9978 0.4657 -1.1450 -1.8609 -0.4509
H 2.4196 -0.8740 0.0085 -0.5681 -0.2814 -0.2236 0.2559
H -0.3075 2.6181 -1.3080 0.1432 0.0051 -0.0328 0.4894
H -0.8121 1.2058 -1.6151 -0.1104 -0.0342 -0.2575 0.5002
H 2.6857 0.1528 1.2382 -0.0917 0.6006 1.1343 0.2654
H -2.1523 -0.9346 -1.7725 -0.2253 -0.0643 -0.3951 0.4875
H 0.2991 0.4688 0.2461 0.9501 0.6302 -0.7162 0.4691
H 2.0541 -1.5637 1.5639 0.3581 0.1492 0.5713 0.2358
H -1.2702 -0.1031 1.5819 0.0223 0.1398 0.3031 0.2361
H -0.1502 -1.4825 2.2631 -0.0215 0.6640 0.9676 0.2229
H -2.7905 0.2212 -2.6177 -0.0621 -0.2929 -0.0786 0.5022
```
Forces are in eV/Å.

---

This record from OMol25 describes a molecular structure, H4O10S2Tl. The level of theory is the ωB97M-V functional and the def2-TZVPD basis.

Output
LUMO   -0.13 eV
Kohn-Sham gap   3.56 eV
E   -1723.3955 Ha
Molecular weight   432.54 g mol⁻¹
Charge   -1
Energy above the lowest of the compared OMol25 structures with the same formula, charge and spin   30.7 kcal per mole

Structure (XYZ):
```
17
Properties=species:S:1:pos:R:3:forces:R:3:lowdin_charge:R:1
Tl -15.9853 17.1360 7.4006 1.5363 0.3812 -2.0363 1.2445
S -13.3062 16.4438 7.9311 8.0691 -3.3998 2.8337 0.2309
S -15.4984 14.9868 9.8108 -0.5636 -4.8039 6.0343 0.2367
O -15.5438 16.1187 8.8670 -2.2335 1.6790 5.7047 -0.5310
O -15.2053 15.4252 11.1893 -0.4524 1.0598 -1.2162 -0.3502
O -14.0148 17.7072 8.0892 -0.8389 4.0795 0.2511 -0.4046
O -16.8303 14.4096 9.7451 -1.7719 -0.2090 -0.5737 -0.3901
O -14.5025 14.0603 9.3721 0.4405 -1.0663 -0.7933 -0.2902
O -14.2504 15.4743 7.4444 -1.2442 -2.4166 -5.5300 -0.3767
O -12.7961 15.9707 9.2468 -0.3824 1.6730 -1.9780 -0.3147
O -17.8480 16.7524 6.4524 -1.9073 0.0102 -1.1794 -0.0240
O -12.2444 16.6109 6.9459 0.1466 0.8630 -0.5169 -0.3577
O -15.2779 19.1303 6.8668 -1.1728 2.6225 -1.2496 -0.0600
H -18.4563 16.0649 6.7236 -0.0769 -0.7102 0.6283 0.1077
H -14.4605 19.2497 6.3833 0.8901 -0.5754 0.1438 0.1001
H -15.7346 19.9667 6.7762 -0.4638 0.4565 -0.0620 0.0860
H -18.2599 17.1478 5.6841 0.0251 0.3565 -0.4607 0.0933
```
Forces are in eV/Å.

---

This record from OMol25 describes a molecular structure, C2H2N2P2. The level of theory is the ωB97M-V functional and the def2-TZVPD basis.

Output
LUMO   -1.67 eV
Kohn-Sham gap   8.97 eV
E   -869.5312 Ha
Molecular weight   116.00 g mol⁻¹
Charge   0
Energy above the lowest of the compared OMol25 structures with the same formula, charge and spin   32.4 kcal per mole

Structure (XYZ):
```
8
Properties=species:S:1:pos:R:3:forces:R:3:nbo_charge:R:1
P 0.0891 -1.4441 -0.7904 -0.3185 -1.0953 0.3388 0.0968
P 0.0509 0.7029 -0.6530 -2.7551 1.2446 2.0426 0.6036
N -2.5535 0.9651 1.5897 -1.3716 0.1500 1.1695 -0.3966
N 1.8849 0.9436 1.5905 0.3890 0.0123 0.3312 -0.2202
C -1.7003 0.8860 0.8414 3.8390 -0.5453 -3.5060 0.0383
C 1.1426 0.8045 0.7281 0.0623 0.0396 -0.0892 -0.1352
H 1.4357 -1.4277 -1.1856 0.3223 0.1605 0.0031 0.0149
H -0.3494 -1.4303 -2.1207 -0.1674 0.0335 -0.2899 -0.0016
```
Forces are in eV/Å.

---

This record from OMol25 describes C14H9ClN2O2 in the gas phase. The level of theory is the ωB97M-V functional and the def2-TZVPD basis.

Output
LUMO   0.09 eV
Kohn-Sham gap   8.30 eV
E   -1259.1044 Ha
SMILES string   O=C(Oc1cc(Cl)ccn1)c1cccc2cc[nH]c12
Molecular weight   272.69 g mol⁻¹
Charge   0
Energy above the lowest of the compared OMol25 structures with the same formula, charge and spin   0.0 kcal per mole

Structure (XYZ):
```
28
Properties=species:S:1:pos:R:3:forces:R:3:nbo_charge:R:1
Cl 5.8060 0.7588 0.1985 -0.2562 -0.2542 -0.0119 0.0321
O 0.7921 -0.3830 0.1530 0.2723 -0.0419 0.0131 -0.4938
O 1.0777 1.0456 -1.6234 -0.3250 -1.2817 1.9052 -0.5840
N -1.8644 -1.0525 0.6822 1.4604 -1.1410 0.1727 -0.5509
N 2.2854 -2.0779 0.1353 0.3949 -0.1971 0.2501 -0.4368
C -2.7282 2.7123 -0.9459 -0.4886 -1.7195 0.9563 -0.2540
C -1.9498 0.1963 0.0975 0.8269 -0.1922 0.3083 0.2394
C -1.3988 2.2558 -1.0652 -0.2339 -0.7233 0.3961 -0.1323
C 2.1066 -0.7616 0.0997 1.6905 -1.3830 0.4202 0.4847
C -3.6805 1.8794 -0.2621 2.2062 0.3636 -1.1249 -0.1407
C 4.4694 -0.3501 0.1808 -1.0455 0.1624 -0.0950 0.0075
C 3.5437 -2.5534 0.2165 0.2147 0.8479 -0.3942 0.0556
C 0.4018 0.5637 -0.7122 0.2330 2.3000 -2.7749 0.7790
C 3.1600 0.1461 0.1432 0.3217 -0.0295 -0.1284 -0.2839
C 4.6685 -1.7201 0.1986 0.3122 -0.3256 0.1089 -0.2867
C -3.2641 0.6200 0.2128 -1.6990 -0.0834 0.3051 -0.1228
C -0.9725 1.0106 -0.5212 -1.2831 0.4639 0.0053 -0.2360
C -3.9865 -0.4789 0.8594 0.4907 0.0345 0.1795 -0.2912
C -3.0965 -1.4851 1.1690 -0.7178 2.5492 -1.3584 -0.0293
H -4.6929 2.1873 -0.1688 -0.6964 0.2092 0.0950 0.2140
H 3.7301 -3.6324 0.2548 -0.5461 0.3719 -0.0260 0.2061
H -3.3483 -2.4040 1.6633 0.6053 -0.2541 -0.0471 0.2278
H 5.6927 -2.1158 0.1958 -0.6113 0.0604 0.0937 0.2374
H -5.0389 -0.4969 1.0592 -0.2301 0.0202 0.1356 0.2199
H 2.9707 1.2019 0.0977 0.0160 0.2174 0.0497 0.2498
H -0.9893 -1.5956 0.6938 -0.9107 0.5430 0.0892 0.4344
H -3.0125 3.6548 -1.4133 -0.0089 -0.2528 0.3131 0.2214
H -0.6819 2.8749 -1.5990 0.0080 -0.2641 0.1637 0.2334
```
Forces are in eV/Å.

---

This record from OMol25 describes a molecular structure, C59H62CsF4N11P2S2Te2. The level of theory is the ωB97M-V functional and the def2-TZVPD basis.

Output
LUMO   2.54 eV
Kohn-Sham gap   4.19 eV
E   -5322.5290 Ha
Molecular weight   1515.40 g mol⁻¹
Charge   -2
Energy above the lowest of the compared OMol25 structures with the same formula, charge and spin   0.0 kcal per mole

Structure (XYZ):
```
143
Properties=species:S:1:pos:R:3:forces:R:3:lowdin_charge:R:1
Cs 0.3104 -0.0512 -0.6192 0.3299 -0.2268 -0.6563 0.5310
Te -3.3056 3.3686 2.4636 0.4816 -0.3137 0.4559 1.2410
Te 2.4081 0.4762 -4.7553 -0.1533 -0.2422 -0.0959 0.6622
S 4.0090 2.3547 -1.1508 -0.0007 -0.1507 0.2811 0.5741
S 5.1403 -1.4475 -4.6845 0.0320 0.1594 -0.0759 0.8557
P -1.7619 0.3594 2.4529 -0.8372 0.3678 0.6178 0.8488
P -0.1444 2.5723 1.6404 0.0584 0.5236 0.6992 0.8027
F -0.8376 -1.1143 -7.0710 -0.0440 -0.0396 -0.0401 0.0567
F -2.1010 -4.9467 -3.4205 0.0150 0.0648 0.0498 0.0271
F -0.5554 -3.7031 -7.6962 -0.0105 0.0419 -0.0234 0.0440
F -2.3363 -2.4200 -2.6970 0.0013 0.0059 -0.0204 0.0126
N 3.0553 3.5023 -3.3192 -0.3169 0.4352 0.3819 -0.0856
N 3.3706 -0.6481 0.5262 0.0496 -0.0116 -0.0248 -0.0220
N 1.0921 -1.8895 1.8291 0.0245 -0.1477 0.1401 -0.0566
N -1.3926 2.3190 -3.3434 -0.0945 0.0119 0.0366 -0.2450
N 0.5214 -10.1041 2.6991 -0.0056 0.0141 0.0061 0.1537
N -3.8966 4.0030 7.3202 0.0406 -0.0013 0.0363 0.0307
N 3.0195 -6.8115 -2.9396 0.0411 -0.0963 0.1463 0.0941
N 2.3640 4.4352 -1.3193 0.0167 0.0096 -0.0617 0.0977
N 1.5403 -3.0007 -2.0271 -0.1813 0.1754 0.2578 0.0591
N -1.9364 -0.2934 -4.7585 0.0896 0.0360 -0.0980 0.0362
N 0.7536 -4.9643 1.1914 -0.0354 -0.1956 0.0488 0.0853
C -1.0242 -3.3625 -6.4684 0.0401 0.0375 0.1114 -0.2438
C 4.4431 0.0898 -5.0719 0.2007 -0.1743 -0.0090 -1.0751
C -0.5685 6.5806 0.9036 0.0266 0.0366 0.0188 -0.0944
C 3.5110 -1.7983 1.4073 -0.0785 0.0658 0.0583 -0.2851
C 2.5570 2.4309 2.3625 -0.1060 -0.0482 -0.0179 -0.1238
C -4.7197 4.1837 5.0739 0.0238 0.0047 -0.1055 -0.1526
C -1.5896 2.1376 2.6673 -0.3018 -0.2507 -1.1884 -0.9794
C -2.6381 0.1851 -3.6008 0.0028 -0.1135 -0.1706 -0.2683
C -2.5381 3.3338 5.4533 0.0416 -0.0479 -0.0810 -0.1251
C 5.4099 0.8818 -5.6347 0.0320 0.0378 0.0194 -0.2857
C -2.3878 -0.2914 5.0979 0.0087 -0.0145 -0.0237 -0.1174
C -3.5372 3.6674 4.5489 -0.0688 0.1094 0.0314 -0.5390
C -3.4956 0.6476 0.1337 0.0015 0.0115 0.0491 -0.1328
C -3.2523 -1.5220 1.1158 0.0071 0.0397 -0.0729 -0.1231
C 3.3627 -4.4287 -2.6328 0.0186 -0.0859 -0.0478 -0.0294
C -2.9302 0.0376 3.8559 0.1985 -0.1010 0.0823 -0.3767
C -2.7055 1.7064 -3.5486 0.1460 -0.1131 -0.0268 -0.2104
C -4.3980 0.1185 -0.7837 -0.0572 -0.0306 -0.0002 -0.0961
C -1.1672 -2.0431 -6.1527 -0.0205 0.0084 -0.0250 -0.1723
C 3.4660 1.5251 4.3979 -0.0378 -0.0247 0.0091 -0.1106
C 2.5219 -5.5408 -2.6724 -0.0454 0.1674 0.0803 -0.3409
C -1.7970 -3.9869 -4.3435 0.0650 -0.0313 -0.1504 -0.2680
C -0.0898 4.4043 1.8501 0.0204 -0.0248 -0.1349 -0.4262
C 1.1756 -5.3410 -2.3761 0.0167 -0.0908 -0.0752 -0.0378
C -1.9469 -2.6672 -3.9908 -0.0644 0.0489 -0.0557 -0.1443
C -4.8478 4.3261 6.4451 0.0001 0.0076 0.0249 -0.1882
C 3.0814 3.4733 -1.9779 -0.0172 0.1301 -0.2036 -0.9427
C 0.6127 -7.6395 1.9401 0.0224 0.6289 -0.1819 -0.2269
C 1.7193 -7.1501 1.2493 -0.0439 -0.2893 0.1110 -0.0013
C 0.2251 6.4058 3.1623 0.0209 -0.0064 0.0349 -0.0871
C -2.7638 3.5186 6.8067 -0.0890 0.0375 0.0378 -0.1668
C 1.0881 1.5184 4.0154 -0.0276 0.0820 0.0216 -0.1175
C -4.3073 0.2430 3.7722 0.0144 -0.1034 0.0322 -0.1201
C 2.1806 1.2170 4.8202 0.0236 0.0245 0.0066 -0.1044
C 6.6861 0.2610 -5.7531 0.0079 -0.0011 0.0107 -0.2417
C 1.2575 2.1409 2.7825 0.1083 -0.0332 -0.0290 -0.3817
C 0.5575 -9.0068 2.3601 -0.0149 -0.2774 0.0274 -0.1805
C -0.4326 -6.7627 2.2256 0.0173 -0.3271 0.0800 -0.0079
C 6.6991 -1.0127 -5.2767 -0.0585 -0.1439 0.0756 -0.4747
C -0.3091 -5.4425 1.8328 0.0430 0.1664 -0.0533 -0.1066
C 1.7368 -5.8119 0.9002 0.0411 0.2298 -0.0940 -0.1128
C -5.1051 0.1659 4.9054 0.0020 -0.0068 0.0103 -0.0890
C -1.7120 -1.5775 -4.9029 -0.1064 -0.0046 0.1647 -0.2153
C 2.4067 -1.8148 2.4573 0.0906 -0.0400 -0.0986 -0.2808
C -0.6624 2.4731 -4.5951 0.0424 -0.1337 0.0912 -0.1323
C 3.6501 2.1305 3.1605 0.0962 0.0089 0.0135 -0.0948
C -0.5051 5.2000 0.7839 0.0803 -0.0195 -0.0204 -0.1484
C -4.7101 -1.2295 -0.7653 -0.0163 0.0226 0.0044 -0.0905
C -2.9378 -0.1587 1.1173 0.1857 -0.0707 -0.0473 -0.4364
C 0.2769 5.0246 3.0417 -0.0638 0.0144 0.0096 -0.0850
C -4.5463 -0.1397 6.1388 -0.0365 -0.0139 0.0025 -0.1072
C -0.2018 7.1867 2.0968 -0.0365 0.0059 -0.0451 -0.1033
C 2.8245 -3.1946 -2.3138 -0.0006 0.0442 -0.0229 -0.1640
C -1.3453 -4.3919 -5.5839 -0.0191 -0.1399 0.0136 -0.0055
C -4.1215 -2.0568 0.1824 -0.0135 -0.0437 0.0427 -0.0849
C 2.3286 4.5059 -4.0682 0.0007 0.0432 0.0782 -0.1053
C -1.4957 3.5822 -2.6502 -0.0258 -0.0813 -0.0045 -0.1209
C -3.1837 -0.3803 6.2312 0.0183 -0.0139 0.0305 -0.1061
C 0.7423 -4.0644 -2.0665 0.0049 0.0306 -0.0737 -0.1525
H -3.3282 1.9746 -2.6908 -0.0432 0.0534 0.0031 0.0877
H 4.3198 1.2896 5.0222 -0.0009 -0.0092 0.0009 0.0925
H -1.6066 2.9185 5.0843 -0.0001 -0.0220 0.0094 0.0687
H -6.1693 0.3546 4.8264 -0.0003 -0.0173 -0.0129 0.0982
H 2.7223 2.8777 1.3883 0.0597 -0.0490 -0.0279 0.0429
H -2.8080 -2.1597 1.8750 -0.0065 -0.0316 -0.0165 0.0950
H 4.4131 -4.5197 -2.8835 0.0043 0.0348 0.0175 0.1028
H -1.9927 3.2651 7.5282 0.0202 -0.0283 -0.0289 0.0960
H 7.5186 -1.7141 -5.2428 0.0338 0.0515 -0.0189 0.0386
H -2.1866 -0.1191 -2.6528 -0.0021 -0.0991 0.1884 0.0648
H -4.7601 0.4596 2.8139 0.0058 0.0645 -0.0039 0.0865
H 2.2550 4.2717 -0.3316 0.0314 0.0635 0.0225 0.0549
H -1.1276 3.2414 -5.2415 0.0129 0.0284 0.0052 0.0886
H -4.3414 -3.1177 0.1865 0.0095 0.0022 -0.0028 0.1006
H 2.4622 -0.8963 3.0479 -0.0216 0.0183 -0.0198 0.0878
H -3.1931 2.1020 -4.4566 0.0347 0.0121 -0.0099 0.1204
H 2.0234 0.7416 5.7820 0.0019 -0.0120 -0.0057 0.0966
H -1.2558 -5.4321 -5.8549 0.0330 0.0042 0.0118 0.1023
H 2.6096 5.5031 -3.7253 0.0371 0.0187 -0.0194 0.0820
H 4.0237 -0.6859 -0.2476 -0.0466 0.0671 -0.0374 0.0525
H -5.3888 -1.6412 -1.5010 0.0125 0.0042 -0.0154 0.1043
H -1.9667 3.4341 -1.6746 0.0145 0.0430 0.0049 0.0663
H -4.8601 0.7607 -1.5215 0.0619 0.0235 -0.0461 0.0992
H 4.6506 2.3623 2.8142 -0.0217 0.0249 -0.0432 0.1032
H 3.5554 0.2151 1.0279 -0.0452 0.0276 -0.0581 0.0259
H 0.4702 -6.1634 -2.4094 -0.0245 0.0241 -0.0095 0.1105
H 0.9875 -2.7977 1.3841 -0.0477 -0.0040 0.0059 0.0211
H 2.6060 -2.6554 3.1421 0.0144 0.0407 0.0244 0.1013
H 0.5191 6.8759 4.0934 -0.0270 -0.0091 0.0097 0.0966
H 0.5878 4.4201 3.8855 0.0255 -0.0027 -0.0071 0.1058
H -0.9043 7.1840 0.0687 -0.0084 -0.0148 -0.0044 0.0978
H -1.3131 -7.1146 2.7449 -0.0116 0.0562 0.0103 0.1173
H 2.3375 -7.4818 -3.2536 0.0046 0.0225 -0.0895 0.0835
H 2.5769 -5.3932 0.3567 0.0007 -0.0382 -0.0152 0.1131
H 2.6046 4.4056 -5.1156 -0.0505 -0.0361 -0.0256 0.0849
H -0.7936 4.7240 -0.1471 0.0020 0.0027 0.0050 0.0697
H 0.3724 2.7537 -4.3878 -0.1762 -0.1001 -0.0571 0.0077
H -2.0838 4.3382 -3.2060 0.0205 0.0068 -0.0189 0.0890
H 0.3641 -1.8062 2.5304 -0.0549 0.1400 -0.0862 0.0290
H 3.4347 -2.7064 0.7988 0.0012 0.0091 -0.0249 0.0941
H -0.2556 8.2643 2.1951 0.0307 -0.0017 0.0133 0.0925
H -0.3067 -3.8857 -1.8570 -0.0139 -0.0224 0.0188 0.1000
H 3.8775 -6.8379 -3.4648 -0.0291 0.0073 -0.0659 0.0835
H -1.0955 -4.7266 2.0457 -0.0219 -0.0322 0.0123 0.1138
H -5.7670 4.7181 6.8719 -0.0141 0.0042 -0.0419 0.0904
H -3.6743 -0.2034 -3.5981 -0.0135 0.0757 0.1588 0.1123
H 7.5551 0.7460 -6.1800 0.0010 0.0029 0.0117 0.0828
H 4.4791 -1.8348 1.9299 -0.0034 -0.0539 -0.0059 0.1021
H 1.2388 4.4013 -3.9995 0.1326 0.1040 0.0132 0.0484
H -5.5365 4.4657 4.4184 -0.0422 -0.0096 0.0492 0.0837
H 3.0911 2.5713 -3.7565 0.3048 -0.1880 -0.1827 -0.0780
H -5.1731 -0.2029 7.0202 0.0100 0.0367 0.0078 0.0926
H -0.4926 3.9880 -2.4898 -0.0381 0.0102 0.0235 0.0560
H 0.0842 1.2895 4.3496 -0.0265 0.0264 0.0097 0.0540
H 3.4522 -2.3094 -2.3073 0.0024 -0.0082 -0.0260 0.0776
H -1.3217 -0.4821 5.1733 0.0077 0.0393 0.0132 0.0892
H 5.2084 1.8941 -5.9578 -0.0398 -0.0122 -0.0081 0.0812
H -0.6672 1.5212 -5.1226 -0.0070 0.0355 -0.0382 0.0466
H 1.5438 4.8051 -1.7767 0.0374 0.0107 0.0115 0.0669
H 2.5412 -7.8038 0.9933 0.0234 0.0383 -0.0111 0.1190
H -3.2398 1.7004 0.0804 0.0171 0.0039 0.0432 0.0496
H -2.7404 -0.6306 7.1880 0.0087 -0.0015 -0.0061 0.0937
```
Forces are in eV/Å.